w:
One molecule with the formula C9H8N2O3. Source: the Open Molecules 2025 dataset; level of theory: ωB97M-V with the def2-TZVPD basis set.

Summary:
SMILES: C=CONc1o[n+]([O-])c2ccccc12
E_HOMO (alpha / beta): -7.1705 / -7.1729 eV
orbital gap (alpha / beta): 6.8 / 6.8 eV

Atoms and positions in Å:
C 2.632 -1.050 0.573
C 3.249 0.104 0.052
C 1.299 -1.201 0.810
C 2.529 1.207 -0.342
C 0.469 -0.086 0.497
C 1.147 1.131 -0.067
C -2.505 -0.884 -1.431
C -0.845 0.289 0.629
C -3.331 -0.278 -0.587
N -1.805 -0.356 1.294
N 0.242 2.047 -0.270
O 0.301 3.213 -0.585
O -1.077 1.496 0.106
O -3.177 -0.322 0.795
H 3.125 -1.905 0.982
H 4.288 0.021 -0.072
H 0.793 -2.124 1.234
H 2.888 2.084 -0.688
H -2.600 -0.729 -2.460
H -1.657 -1.603 -1.139
H -4.243 0.225 -0.988
H -1.723 -1.276 1.659

x:
A 2-piece molecular cluster, C9H8N2O3 overall. Source: the Open Molecules 2025 dataset; level of theory: ωB97M-V with the def2-TZVPD basis set.

Summary:
SMILES: O=C1CC(n2cccc2)=CO1.N=C=O
E_HOMO: -8.7768 eV
orbital gap: 9.2 eV

Atoms and positions in Å:
C 2.837 -0.124 0.358
C 2.477 0.345 -0.969
C 1.673 -0.179 1.072
C 1.134 0.603 -0.923
C -3.027 0.735 0.013
C -1.850 -2.263 -0.265
C -1.481 0.133 1.495
C -1.622 0.975 -0.647
C -0.737 0.472 0.455
N 0.617 0.274 0.291
N -2.515 -1.987 -1.211
O -4.071 0.894 -0.595
O -1.121 -2.706 0.526
O -2.857 0.314 1.244
H 3.754 -0.679 0.641
H 3.163 0.579 -1.720
H 1.463 -0.465 2.009
H 0.480 0.972 -1.693
H -1.263 -0.294 2.438
H -1.563 0.466 -1.644
H -1.363 2.119 -0.834
H -3.303 -1.344 -1.203

Quick look at relative energies in kcal/mol: w 134.7; x 0.0.